Model A:
Formula: C4H10N2OS
Source: the OMol25 dataset
Level of theory: ωB97M-V with the def2-TZVPD basis set

```
! RIJCOSX wB97M-V def2-TZVPD def2/J DEFGRID3
* xyz 0 1
C -2.548 0.581 0.665
C -1.388 -0.498 0.953
C -0.829 0.076 2.349
C 0.293 0.910 -0.540
H -3.086 0.677 -0.293
H -3.187 0.602 1.455
H -2.075 1.534 0.714
H -1.852 -1.556 0.905
H -1.540 0.388 3.160
H -0.345 -0.805 2.867
H -0.066 1.006 1.802
H 1.437 -1.699 0.267
H -0.385 1.756 -0.732
H 2.604 1.489 -2.267
N -0.271 -0.347 0.028
N 1.635 0.751 -0.507
O 1.995 1.943 -1.541
S 0.614 -1.761 -0.797
*
```

Computed properties:
orbital gap	8.957	eV

Mulliken population analysis, charges in e, atoms 1 to 2: number 1, C, carries -1.402; number 2, C, carries 0.082

***

Model B:
Formula: C4H10N2OS
Source: the OMol25 dataset
Level of theory: ωB97M-V with the def2-TZVPD basis set

```
! RIJCOSX wB97M-V def2-TZVPD def2/J DEFGRID3
* xyz 0 1
C 0.378 0.935 1.199
N 1.525 0.438 0.581
C 1.197 -0.898 -0.445
N 2.498 -1.545 -0.321
O 0.791 -0.703 -1.620
C -1.012 1.332 0.492
C -1.587 0.273 -0.478
S -2.267 -1.242 0.161
H 0.518 -0.105 1.523
H 0.575 1.827 1.856
H 0.484 -1.521 0.106
H 3.062 -0.779 0.045
H 2.978 -1.669 -1.199
H -1.808 1.711 1.267
H -0.775 2.212 -0.172
H -2.424 0.784 -1.137
H -0.769 0.091 -1.235
H -3.365 -1.143 -0.622
*
```

Computed properties:
orbital gap	5.584	eV

Mulliken population analysis, charges in e, atoms 1 to 2: number 1, C, carries -0.235; number 2, N, carries -0.213

***

Which one is most stable, and which one is least stable? model A is the most stable of them, while model B is the least stable.

***

Model A:
Formula: C4H3N
Source: the OMol25 dataset
Level of theory: ωB97M-V with the def2-TZVPD basis set

```
! RIJCOSX wB97M-V def2-TZVPD def2/J DEFGRID3
* xyz 0 1
C 2.117 0.562 0.071
C 1.043 0.078 -0.162
C -0.216 -0.517 -0.456
C -1.361 0.063 -0.138
N -2.427 0.533 0.243
H 3.070 1.014 0.249
H -1.958 -0.210 1.040
H -0.268 -1.524 -0.846
*
```

Computed properties:
orbital gap	9.228	eV

Mulliken population analysis, charges in e, atoms 1 to 2: number 1, C, carries 0.394; number 2, C, carries -0.397

***

Model B:
Formula: C4H3N
Source: the OMol25 dataset
Level of theory: ωB97M-V with the def2-TZVPD basis set

```
! RIJCOSX wB97M-V def2-TZVPD def2/J DEFGRID3
* xyz 0 1
C -1.244 0.549 1.114
C 0.066 0.302 0.687
C 0.697 -0.006 -0.465
C 0.026 -0.427 -1.651
N -0.473 -0.783 -2.636
H -1.558 -0.161 1.898
H 0.708 0.531 1.555
H 1.778 -0.005 -0.501
*
```

Computed properties:
orbital gap (alpha / beta)	7.513 / 7.741	eV

Mulliken population analysis, charges in e, atoms 1 to 2: number 1, C, carries -0.444; number 2, C, carries 0.065

***

Which one is most stable, and which one is least stable? model A is the most stable of them, while model B is the least stable.

***

Model A:
Formula: C4H3N
Source: the OMol25 dataset
Level of theory: ωB97M-V with the def2-TZVPD basis set

```
! RIJCOSX wB97M-V def2-TZVPD def2/J DEFGRID3
* xyz 0 1
C 2.610 0.138 -0.097
C 1.495 0.178 0.316
C -0.409 0.240 0.195
C -1.699 -0.438 0.067
N -1.249 1.081 -0.066
H 3.659 0.252 -0.324
H -1.959 -0.697 -0.988
H -2.447 -0.754 0.897
*
```

Computed properties:
orbital gap	11.114	eV

Mulliken population analysis, charges in e, atoms 1 to 2: number 1, C, carries -0.040; number 2, C, carries -0.466

***

Model B:
Formula: C4H3N
Source: the OMol25 dataset
Level of theory: ωB97M-V with the def2-TZVPD basis set

```
! RIJCOSX wB97M-V def2-TZVPD def2/J DEFGRID3
* xyz 0 1
C 1.493 0.020 0.019
C 0.084 -0.136 0.113
C -1.108 -0.161 -0.025
C -2.467 -0.109 0.049
H 1.920 -0.880 -0.277
H 1.727 0.761 -0.718
H 1.992 0.431 0.824
N -3.640 0.074 0.014
*
```

Computed properties:
orbital gap	10.957	eV

Mulliken population analysis, charges in e, atoms 1 to 2: number 1, C, carries -1.375; number 2, C, carries 0.716

***

Which one is most stable, and which one is least stable? model B is the most stable of them, while model A is the least stable.

***

Model A:
Formula: C4H3N
Source: the OMol25 dataset
Level of theory: ωB97M-V with the def2-TZVPD basis set

```
! RIJCOSX wB97M-V def2-TZVPD def2/J DEFGRID3
* xyz 0 1
C 1.057 0.559 0.128
C 0.499 -0.786 0.222
C 0.270 1.588 0.015
C -0.758 -0.552 0.096
N -1.744 0.130 0.068
H 2.094 0.709 0.035
H 0.817 -1.895 0.165
H -2.234 0.248 -0.728
*
```

Computed properties:
orbital gap	8.414	eV

Mulliken population analysis, charges in e, atoms 1 to 2: number 1, C, carries 0.007; number 2, C, carries -0.653

***

Model B:
Formula: C4H3N
Source: the OMol25 dataset
Level of theory: ωB97M-V with the def2-TZVPD basis set

```
! RIJCOSX wB97M-V def2-TZVPD def2/J DEFGRID3
* xyz 0 1
C 1.747 0.751 -0.180
C 0.666 -0.065 -0.256
C -0.593 -0.403 -0.601
C -1.737 0.410 -0.385
N -2.705 1.006 -0.157
H 2.326 0.781 0.750
H 1.325 -0.961 -0.137
H -0.767 -1.412 -0.953
*
```

Computed properties:
orbital gap	7.564	eV

Mulliken population analysis, charges in e, atoms 1 to 2: number 1, C, carries -0.364; number 2, C, carries 0.081

***

Model C:
Formula: C4H3N
Source: the OMol25 dataset
Level of theory: ωB97M-V with the def2-TZVPD basis set

```
! RIJCOSX wB97M-V def2-TZVPD def2/J DEFGRID3
* xyz 0 1
C 1.622 0.525 0.024
C 0.931 -0.440 0.231
C -0.494 -0.845 0.194
C -1.057 0.452 -0.250
N -1.222 1.544 -0.590
H 1.832 1.535 -0.245
H -0.899 -1.137 1.166
H -0.713 -1.635 -0.530
*
```

Computed properties:
orbital gap	10.733	eV

Mulliken population analysis, charges in e, atoms 1 to 2: number 1, C, carries 0.063; number 2, C, carries -0.587

***

Which one is most stable, and which one is least stable? model C is the most stable of them, while model A is the least stable.

***

Model A:
Formula: C3H6BrNO4
Source: the OMol25 dataset
Level of theory: ωB97M-V with the def2-TZVPD basis set

```
! RIJCOSX wB97M-V def2-TZVPD def2/J DEFGRID3
* xyz 0 1
C 0.366 0.214 -1.787
C -0.426 0.638 -0.471
C 0.174 -0.188 0.620
N -0.217 -1.576 0.937
O -1.169 -2.053 0.358
O 0.598 -2.140 1.683
O -0.221 1.972 -0.314
O 1.325 0.102 1.085
Br -1.421 0.680 2.710
H 1.353 0.408 -1.598
H -0.113 0.740 -2.532
H 0.288 -0.861 -2.174
H -1.503 0.148 -0.554
H -0.584 2.514 0.389
H 1.550 -0.600 1.648
*
```

Computed properties:
orbital gap (alpha / beta)	6.887 / 6.888	eV

Mulliken population analysis, charges in e, atoms 1 to 2: number 1, C, carries -1.288; number 2, C, carries 0.515

***

Model B:
Formula: C3H6BrNO4
Source: the OMol25 dataset
Level of theory: ωB97M-V with the def2-TZVPD basis set

```
! RIJCOSX wB97M-V def2-TZVPD def2/J DEFGRID3
* xyz 0 1
C -0.459 0.638 2.217
C 0.040 -1.057 -0.703
C 0.929 0.082 -0.315
N 0.640 1.313 -0.560
O -0.182 1.533 -1.649
O 1.232 2.310 -0.072
O -1.487 0.787 1.624
O 0.885 -2.111 -1.111
Br 2.454 -0.252 0.726
H -0.138 -0.391 2.487
H 0.196 1.482 2.578
H -0.551 -1.387 0.247
H -0.614 -0.838 -1.544
H -0.263 2.532 -1.667
H 1.637 -2.008 -0.552
*
```

Computed properties:
orbital gap	9.492	eV

Mulliken population analysis, charges in e, atoms 1 to 2: number 1, C, carries -0.137; number 2, C, carries -0.002

***

Which one is most stable, and which one is least stable? model A is the most stable of them, while model B is the least stable.

***

Model A:
Formula: C9H15NOS
Source: the OMol25 dataset
Level of theory: ωB97M-V with the def2-TZVPD basis set

```
! RIJCOSX wB97M-V def2-TZVPD def2/J DEFGRID3
* xyz 0 1
C -3.615 0.416 -0.120
C -2.397 0.165 0.368
C 2.385 0.311 0.834
C 0.195 -0.219 -0.202
C -4.809 -0.145 0.652
C 2.837 -1.047 1.420
C 2.237 -0.678 -1.472
C 1.606 1.780 -0.920
C 1.654 0.296 -0.490
N -0.068 -1.417 -0.032
O 2.389 1.347 1.440
S -1.003 1.089 -0.309
H -3.875 1.081 -0.894
H -2.030 -0.268 1.316
H -5.369 -0.867 0.055
H -4.596 -0.439 1.585
H -5.470 0.614 0.725
H 2.094 -1.809 0.948
H 2.857 -0.803 2.560
H 3.793 -1.225 1.035
H 1.970 -0.468 -2.585
H 1.994 -1.747 -1.384
H 3.358 -0.577 -1.205
H 0.701 1.962 -1.533
H 2.408 2.032 -1.724
H 1.651 2.553 -0.128
H -0.898 -1.935 0.058
*
```

Computed properties:
orbital gap	9.517	eV

Mulliken population analysis, charges in e, atoms 1 to 2: number 1, C, carries 0.057; number 2, C, carries -0.609

***

Model B:
Formula: C9H15NOS
Source: the OMol25 dataset
Level of theory: ωB97M-V with the def2-TZVPD basis set

```
! RIJCOSX wB97M-V def2-TZVPD def2/J DEFGRID3
* xyz 0 1
C -2.156 -0.168 2.230
C -1.055 0.875 2.110
C -1.620 -1.372 2.354
C 0.153 -0.058 2.051
C -0.573 1.815 -1.934
C 1.645 0.590 -1.960
C 0.001 -2.095 -2.752
C 1.447 0.308 1.798
C 0.091 0.636 -2.006
N -0.270 -1.377 2.153
O 1.831 1.602 1.431
S -0.785 -0.842 -1.582
H -3.153 0.190 2.201
H -1.029 1.348 3.171
H -2.153 -2.266 2.813
H -1.651 1.815 -1.772
H 0.017 2.713 -2.006
H -1.055 1.418 1.238
H 1.943 1.190 -2.909
H 2.030 1.086 -1.148
H 2.126 -0.416 -2.088
H 1.016 -1.636 -2.958
H -0.506 -2.085 -3.753
H -0.036 -3.185 -2.272
H 2.324 -0.304 1.653
H 0.320 -2.003 2.572
H 1.098 2.221 1.368
*
```

Computed properties:
orbital gap	7.735	eV

Mulliken population analysis, charges in e, atoms 1 to 2: number 1, C, carries -0.481; number 2, C, carries -0.399

***

Which one is most stable, and which one is least stable? model A is the most stable of them, while model B is the least stable.